1.
Molecular formula: C5H10N4O2S
Method: DFT, ωB97M-V/def2-TZVPD

Summary:
Energy above the lowest of the compared OMol25 structures with the same formula, charge and spin ... 96.18 kcal/mol
HOMO level (alpha / beta) ... -8.609 / -8.269 eV
Total charge ... 0
Frontier orbital gap (alpha / beta) ... 8.0126 / 6.9898 eV
DFT total energy ... -963.99258 a.u.

Structure (XYZ):
```
22
Properties=species:S:1:pos:R:3:nbo_charge:R:1
C 0.520 -0.178 -1.984 -0.34
C -0.598 -0.367 0.529 0.34
C 1.025 0.992 -1.348 0.29
C -1.478 -1.138 1.409 -0.74
C -0.428 1.712 1.803 -0.41
N 0.660 1.492 -0.188 -0.43
N -0.177 0.832 0.657 -0.19
N 1.870 1.765 -2.082 -0.78
N 1.162 -2.637 -2.975 -1.04
O 2.767 -0.717 -3.064 -0.95
O 2.319 -1.859 -0.902 -0.93
S 1.832 -1.341 -2.151 2.20
H -0.854 -1.732 2.078 0.25
H -2.158 -0.526 2.011 0.22
H -2.068 -1.832 0.812 0.25
H -0.761 2.677 1.428 0.23
H -1.182 1.279 2.454 0.20
H 0.500 1.851 2.354 0.23
H 2.435 1.253 -2.749 0.42
H 2.304 2.528 -1.588 0.40
H 0.694 -2.329 -3.813 0.39
H 0.540 -3.154 -2.375 0.39
```

2.
Molecular formula: C5H8N2O
Method: DFT, ωB97M-V/def2-TZVPD

Summary:
SMILES ... C/C(O)=C(/C)N=C=N
Energy above the lowest of the compared OMol25 structures with the same formula, charge and spin ... 63.75 kcal/mol
HOMO level ... -7.759 eV
Total charge ... 0
Frontier orbital gap ... 8.3700 eV
DFT total energy ... -379.98659 a.u.

Structure (XYZ):
```
16
Properties=species:S:1:pos:R:3:nbo_charge:R:1
C -0.568 0.429 1.687 -0.68
C -0.639 0.061 -2.137 -0.66
C -0.048 0.571 0.281 0.23
C -0.336 -0.333 -0.725 0.12
O 0.285 1.863 -0.085 -0.69
N -0.132 -1.653 -0.432 -0.53
N 2.012 -2.006 0.574 -0.69
C 0.914 -1.661 0.223 0.67
H 0.417 2.398 0.714 0.48
H 2.406 -1.365 1.263 0.39
H -1.312 1.212 1.879 0.22
H 0.236 0.528 2.420 0.20
H -1.062 -0.531 1.846 0.24
H -1.530 0.697 -2.155 0.22
H -0.830 -0.820 -2.756 0.23
H 0.186 0.613 -2.596 0.24
```

- The lowest energy above the lowest of the compared OMol25 structures with the same formula, charge and spin belongs to which entry?
  C5H8N2O

- Number 1 is which compound?
  C5H10N4O2S